1.
{
  "formula": "C45H98O14",
  "method": "ωB97M-V/def2-TZVPD",
  "species": ["C", "O", "H", "H", "H", "C", "H", "H", "C", "H", "C", "H", "H", "H", "H", "H", "H", "H", "C", "H", "C", "H", "H", "C", "H", "C", "C", "C", "O", "H", "H", "H", "H", "H", "O", "H", "H", "H", "C", "H", "H", "C", "C", "C", "H", "H", "O", "H", "H", "H", "H", "O", "H", "C", "O", "O", "C", "C", "C", "C", "H", "H", "H", "H", "O", "O", "H", "H", "C", "H", "H", "H", "C", "H", "O", "H", "H", "H", "H", "H", "H", "H", "H", "H", "H", "H", "H", "C", "H", "H", "H", "H", "C", "H", "H", "C", "H", "H", "C", "O", "H", "C", "H", "C", "H", "H", "H", "C", "C", "O", "H", "H", "H", "H", "C", "C", "C", "H", "C", "C", "C", "H", "C", "H", "H", "H", "H", "H", "H", "C", "H", "C", "O", "H", "C", "C", "H", "H", "H", "C", "C", "H", "H", "H", "O", "H", "H", "C", "C", "H", "C", "H", "H", "H", "H", "H", "H"],
  "xyz": [[0.4883, -0.6011, 2.2803], [-2.4128, -1.1301, -1.3050], [6.7572, 2.2294, -6.1548], [2.9090, 0.0222, -2.5343], [4.8561, 5.0618, 1.3514], [3.2083, 4.2170, -7.9789], [-8.4209, -0.5933, -0.1628], [5.5455, 2.6051, -7.4127], [-5.1519, -0.5484, 0.5413], [6.2724, 5.4977, -5.4241], [5.5668, 4.2859, 1.0672], [-5.8513, -2.6599, -2.1402], [-5.9198, 0.1243, 4.9860], [2.6943, 0.1819, 0.9090], [7.0458, -5.3002, -0.1200], [-0.8051, 0.6740, 1.0330], [-6.8645, 0.8401, 0.6875], [4.0278, 5.8701, -6.4110], [-3.9911, 0.2915, 1.1342], [-7.4062, 1.0100, 4.6394], [1.3457, -1.4764, -2.1536], [1.8766, 0.3273, -1.1698], [8.5914, -6.0938, 0.2334], [3.2264, -0.7647, 0.7725], [1.5619, 5.1618, 5.7038], [8.0411, -3.2357, -1.2760], [7.4523, -2.2387, -0.2995], [3.4892, -1.0267, -0.7307], [8.7809, -4.2491, -0.6084], [2.3979, 4.9517, -8.0322], [5.0637, 3.3165, 1.1111], [-4.1530, -5.9488, 1.5903], [-1.2192, -1.0292, 0.9415], [-6.0672, 0.7681, -0.8830], [-1.5866, -5.4105, 0.5605], [-0.9165, -3.8954, -0.6118], [-2.1712, 3.3187, 3.5262], [-3.6843, -4.0177, 0.2682], [3.5505, 2.7857, -1.2874], [4.2143, -0.6176, 1.2269], [6.4013, 4.2978, 1.7765], [6.9319, -3.1531, 1.8177], [-7.4210, -0.9266, -0.4552], [-6.6313, -4.8638, -1.3026], [4.4165, -0.4970, -0.9701], [3.1641, 3.6933, -7.0212], [4.7786, 2.0869, -1.1714], [3.0067, -2.0462, 2.5500], [-2.1878, 1.0560, 2.8196], [-7.1097, 2.5712, 2.8091], [-3.0613, -1.6098, 1.6932], [6.0327, 4.5787, -0.2388], [8.2383, -1.7836, 0.3110], [-6.4095, 0.7739, 4.2606], [-0.2726, 2.9475, 2.8773], [4.4590, 4.8563, -8.1727], [-1.4704, 3.7000, 2.7829], [-2.0033, -0.0117, 2.7089], [-7.3563, 3.2030, 6.5174], [6.7278, 3.4920, -0.8362], [7.0256, -2.2417, 2.4186], [-8.3922, -4.2243, -2.3524], [-4.3214, 1.2667, 1.4886], [6.4573, 1.9736, -2.3110], [-7.8237, 3.5224, 5.2170], [-4.5385, -1.1382, -0.6214], [-7.1873, -1.8375, 0.0964], [7.8948, -3.6680, 1.7836], [-2.4622, -6.5199, 0.4332], [2.8429, -2.8779, 1.0283], [8.7411, -2.7115, -1.9349], [-5.4357, -1.2592, 1.3215], [0.8027, 3.5499, 2.1691], [-8.4194, -1.0037, -2.4415], [-5.6105, 1.9334, 4.1008], [2.5937, 4.6574, 2.5203], [0.8733, -1.0445, -3.0464], [5.0736, 1.6973, -5.9648], [3.1460, 2.6638, -2.2979], [7.2574, -3.6762, -1.9003], [0.0315, 5.9771, 5.3238], [-0.0758, -5.4210, -0.8785], [-7.1618, -5.7943, -1.0792], [-7.0189, -2.7153, -3.4484], [-8.1223, 2.6067, 7.0116], [2.0354, -3.4441, -1.6591], [0.6561, -1.9815, 0.6191], [-6.8038, 4.0334, 4.3713], [-2.2910, -7.0545, -0.5100], [8.0288, -5.9834, -1.4467], [2.8482, 2.3541, -0.5748], [3.0750, 3.4913, -8.7803], [-4.2688, -4.8089, -0.2133], [2.1361, 3.6047, 3.8679], [1.3560, 2.7408, 1.6788], [-3.3172, -0.6553, 2.1686], [-5.9936, -5.0220, -2.1797], [-3.9616, -4.8539, -1.2626], [5.9249, 4.8507, -6.2362], [1.1199, 5.4094, 3.6988], [0.6795, -2.7571, 2.1840], [-5.7582, -4.4353, -0.0924], [-5.5680, 3.4386, 2.7350], [-3.2728, -0.6409, -0.7384], [-5.9820, 4.4510, 4.9609], [6.7880, 4.5997, -6.8599], [-6.4824, 0.2389, 3.3061], [4.8826, 5.6012, -7.0393], [-6.3870, 0.1633, -0.0310], [5.3810, 3.6836, -5.6337], [-5.8737, -3.3673, 0.0932], [0.4277, 4.2213, 1.3907], [-1.7383, -5.1734, -1.5232], [0.3794, -0.7649, 3.3554], [-7.4452, -1.1978, -1.9853], [8.0631, -5.4650, -0.4825], [-1.0616, -4.9788, -0.6879], [3.6664, 3.8492, -1.0652], [2.5921, -1.9404, 1.5403], [5.7111, 2.4981, -6.3385], [1.8978, -2.8504, -2.5740], [-4.5979, -6.9164, 0.1641], [2.4134, -0.4736, -1.6947], [2.8864, -2.8050, -3.0369], [-1.9103, 3.5728, 1.7862], [1.1813, -3.4168, -3.1721], [-1.3002, 4.7616, 2.9753], [-7.2480, 4.8466, 3.7885], [-1.6934, -0.4813, 3.6428], [-3.9452, -6.1154, 0.5267], [0.5345, -1.6312, -1.4391], [1.0542, -1.8864, 1.6346], [-3.2515, 0.5557, -0.0640], [0.1598, 4.2204, 5.1197], [-6.2926, 2.9763, 3.4145], [0.6982, 5.1669, 5.0304], [-3.9733, -0.8469, 3.0233], [6.9618, -1.4410, -0.8678], [-6.7534, -0.4779, -2.4379], [1.7452, 4.2816, 3.1018], [-0.8746, -0.2470, 1.6180], [7.5827, 3.9168, -1.3725], [6.2013, -3.8093, 2.2898], [3.7089, -2.0911, -0.8522], [6.4579, -2.8350, 0.5205], [7.1152, 2.8123, -0.0704], [-2.2438, -7.2128, 1.2528], [-7.6563, -3.7715, -1.6784], [5.8542, 2.7475, -1.8243], [-7.1964, 4.1191, 7.0957], [-6.9179, -2.5947, -2.3633], [-6.1677, -4.9654, 0.7768], [1.1290, 0.2714, 2.1341], [-6.4295, 2.6257, 6.4855], [5.4822, 3.4216, -2.6017], [-8.2318, -3.4434, -0.8069], [5.3285, 6.5279, -7.4149]],
  "atomic_forces_ev_per_a": [[-0.52, -0.26, -0.99], [3.41, -1.78, -2.65], [0.01, -0.03, -0.08], [-0.12, -0.33, -0.17], [0.06, 0.05, -0.05], [0.01, 0.05, -0.09], [0.12, -0.14, 0.19], [0.02, 0.03, 0.00], [-0.74, 1.65, -0.40], [0.03, 0.02, -0.04], [0.04, 0.09, -0.03], [-0.05, 0.12, 0.10], [0.10, 0.04, -0.05], [-0.07, -0.16, -0.01], [-0.01, 0.01, -0.03], [0.19, -0.20, -0.09], [0.29, -0.12, 0.14], [0.02, -0.06, 0.05], [-1.50, -1.05, -0.28], [-0.03, 0.04, -0.11], [0.20, -0.12, -1.36], [0.14, 0.03, -0.09], [0.06, 0.04, -0.03], [0.82, -0.62, 0.10], [-0.04, -0.06, 0.06], [0.40, 0.07, 0.09], [-0.41, 0.01, -0.19], [0.05, 0.71, 0.28], [-0.22, -0.04, 0.05], [-0.05, -0.05, 0.06], [0.02, -0.02, -0.01], [-0.24, -0.06, -0.12], [0.28, -0.07, 0.08], [-0.05, 0.00, 0.07], [-0.17, -0.31, -0.42], [-0.05, -0.10, -0.10], [0.05, -0.06, -0.01], [0.10, -0.08, -0.23], [0.01, -0.06, -0.04], [-0.10, 0.12, -0.05], [-0.04, -0.07, 0.06], [-0.12, 0.04, 0.01], [-0.14, 0.86, -0.66], [-0.26, 0.58, 0.32], [-0.06, -0.09, 0.00], [0.00, 0.03, 0.01], [-0.06, 0.21, 0.06], [0.02, 0.26, -0.08], [0.19, -0.06, 0.45], [-0.05, 0.02, 0.06], [-0.28, 0.01, 0.04], [-0.10, -0.19, 0.11], [0.04, -0.06, -0.01], [0.19, -0.10, 0.06], [-0.04, 0.29, 0.01], [-0.08, -0.11, 0.18], [-0.05, -0.13, -0.03], [-0.01, -0.87, -1.87], [-0.09, 0.05, 0.01], [0.00, 0.35, -0.20], [0.07, -0.04, 0.05], [0.03, 0.22, -0.05], [0.14, -0.17, 0.47], [0.02, 0.04, -0.03], [0.21, -0.11, 0.06], [0.54, -1.05, 0.80], [-0.23, 0.02, -0.02], [0.02, 0.02, -0.01], [-0.46, -0.31, 0.02], [0.15, 0.12, 0.04], [-0.05, 0.02, -0.01], [-0.06, -0.48, -0.57], [0.12, -0.43, 0.15], [-0.06, -0.16, 0.24], [-0.22, -0.03, -0.01], [0.00, -0.06, -0.01], [-0.13, 0.05, 0.22], [0.01, 0.04, 0.06], [-0.07, 0.09, 0.02], [-0.05, 0.02, 0.06], [0.05, 0.04, -0.05], [-0.17, -0.17, -0.04], [0.19, -0.03, -0.09], [0.14, 0.00, 0.09], [-0.04, 0.05, -0.05], [0.10, -0.04, -0.16], [0.02, 0.07, 0.07], [-0.40, 0.00, -0.14], [0.16, 0.09, 0.06], [-0.09, -0.04, 0.02], [0.05, -0.07, -0.02], [0.04, 0.06, -0.03], [-0.17, 0.17, 0.58], [-0.06, -0.05, -0.02], [0.02, 0.03, -0.03], [1.31, 1.71, 0.33], [-0.09, -0.15, 0.07], [-0.07, 0.02, 0.05], [-0.20, 0.09, 0.38], [-0.10, -0.18, 0.09], [0.04, 0.04, -0.06], [-0.17, -0.80, -0.32], [-0.05, 0.03, -0.02], [-3.88, 2.23, 2.21], [0.04, -0.06, -0.01], [-0.05, -0.01, -0.06], [-0.17, -0.04, 0.03], [0.21, 0.03, -0.36], [-0.27, -0.56, 0.53], [0.04, -0.05, -0.21], [0.10, -0.04, -0.12], [0.01, 0.05, 0.04], [0.06, -0.06, 0.07], [-0.02, 0.16, -0.06], [0.94, -0.16, 0.14], [0.10, -0.01, -0.02], [0.30, 0.65, 0.36], [0.03, 0.01, -0.03], [-0.70, -0.12, 0.00], [0.00, -0.04, 0.13], [-0.09, -0.18, 1.14], [0.17, -0.10, 0.11], [-0.28, -0.38, 0.85], [-0.22, 0.09, -0.29], [-0.05, 0.10, 0.01], [0.16, 0.17, -0.22], [0.02, 0.00, -0.03], [0.05, 0.01, -0.01], [-0.15, 0.20, 0.06], [0.40, 0.53, 0.01], [0.17, 0.19, 0.12], [0.49, 0.39, -0.07], [1.26, -0.55, 0.48], [0.03, -0.02, -0.01], [0.43, 0.08, 0.07], [0.04, 0.09, -0.02], [-0.38, 0.12, -0.38], [0.03, 0.02, 0.00], [-0.21, -0.02, -0.13], [0.01, 0.35, -0.19], [-0.46, 0.64, 1.76], [0.01, -0.05, 0.00], [-0.05, 0.05, -0.05], [-0.16, 0.09, -0.21], [0.19, -0.09, 0.08], [-0.06, -0.04, -0.01], [0.09, 0.02, -0.12], [0.38, -0.35, -0.36], [0.07, -0.32, 0.13], [0.07, -0.04, 0.04], [-0.82, -0.03, -0.05], [0.06, 0.31, 0.11], [0.23, -0.28, 0.18], [0.02, 0.02, -0.01], [0.02, 0.03, 0.02], [0.20, -0.05, 0.06], [0.00, 0.01, 0.06]],
  "mulliken_charge": [-0.46, -0.39, 0.30, 0.37, 0.20, -0.67, 0.60, 0.41, -0.63, 0.36, -0.58, -0.03, 0.25, -0.42, 0.25, 0.33, -0.14, 0.32, 0.80, 0.45, 0.14, -0.12, 0.25, 0.25, 0.34, -0.67, -0.21, -0.12, -0.39, 0.32, 0.15, 0.36, -0.28, 0.54, -0.32, -0.13, 0.25, -0.26, -0.61, 0.38, 0.40, -0.95, -0.52, -1.04, -0.12, 0.26, 0.17, 0.43, -0.56, 0.23, -0.10, -0.41, 0.36, -0.64, -0.13, -0.38, -1.03, -0.59, -0.67, -0.77, 0.31, 0.45, 0.21, 0.38, -0.38, 0.21, 0.30, 0.42, -0.75, 0.36, 0.38, 0.42, 0.12, 0.38, -0.29, 0.08, 0.54, 0.22, 0.29, 0.33, 0.25, 0.31, 0.46, 0.45, 0.24, 0.28, -0.69, -0.83, 0.37, 0.33, -0.27, 0.24, 0.01, 0.35, -0.19, -0.56, 0.35, 0.21, -0.52, -0.42, 0.52, 0.91, 0.37, 0.27, 0.39, 0.36, 0.09, -0.56, -0.82, -0.20, -1.14, 0.40, 0.35, 0.62, -1.06, -0.67, -0.39, 0.52, -1.32, -0.84, -1.38, 0.28, -0.29, 0.34, 0.29, 0.37, 0.53, 0.41, 0.78, -0.61, -0.52, 0.19, -0.44, 0.24, -0.22, -0.66, 0.67, 0.15, 0.44, -0.42, 0.27, 0.42, 0.26, 0.53, -0.14, 0.33, 0.37, -0.91, -0.54, 0.33, -0.17, 0.59, -0.08, 0.27, 0.34, 0.34, 0.37],
  "energy_ev": -76912.3515,
  "smiles": "CCCCCCCCCCC[C@H]1OC(=O)O[C@@H]1CCCCCCCCCCOC.COCCOC.COCCOC.COCCOC.COCCOC.COCCOC",
  "max_force_ha_per_bohr": 0.097,
  "homo_energy_ev": -9.2,
  "e_above_lowest_kcal_mol": 11.6
}

2.
{
  "formula": "C4H5NO",
  "method": "ωB97M-V/def2-TZVPD",
  "species": ["H", "C", "C", "H", "C", "N", "H", "O", "C", "H", "H"],
  "xyz": [[1.2473, 1.1208, -0.3616], [0.4621, 0.3843, -0.5552], [1.5816, -1.9257, -0.1089], [-0.4616, -0.3284, 1.3675], [-1.5444, 1.1064, 0.4953], [-0.4499, 0.3191, 0.5785], [-2.2820, 0.8368, 1.2912], [-1.5273, 1.9051, -0.5158], [0.9729, -0.9656, -0.5182], [1.8979, -2.9398, -0.0807], [0.1034, 0.4871, -1.5921]],
  "atomic_forces_ev_per_a": [[-0.07, -0.09, -0.25], [0.83, -1.47, 0.26], [-0.73, -0.47, -1.09], [0.92, -0.15, -0.96], [1.60, 1.74, -3.91], [-2.38, 1.26, 0.54], [-0.08, 1.02, -0.71], [-1.82, -1.89, 4.00], [2.37, -0.64, 0.86], [0.29, -0.04, 0.33], [-0.93, 0.73, 0.92]],
  "mulliken_charge": [0.23, -0.25, -0.15, 0.26, 0.12, -0.17, 0.29, -0.63, -0.39, 0.38, 0.30],
  "energy_ev": -7763.6005,
  "smiles": "C#CCNC=O",
  "max_force_ha_per_bohr": 0.093,
  "homo_energy_ev": -9.8,
  "e_above_lowest_kcal_mol": 67.5
}

3.
{
  "formula": "C4H8S2",
  "method": "ωB97M-V/def2-TZVPD",
  "species": ["H", "H", "H", "C", "C", "H", "S", "H", "H", "S", "H", "C", "H", "C"],
  "xyz": [[-0.6616, 2.4238, -0.3468], [2.2711, -0.8052, -0.5984], [-1.1044, -0.4807, -2.0218], [0.2029, -0.6344, 1.1423], [0.2392, -0.3889, -0.3276], [-1.9192, -0.0768, -0.4378], [-0.8940, 1.8296, -1.5575], [-0.6725, -1.1909, 1.4172], [1.0919, -1.1586, 1.5368], [0.1252, 0.9015, 2.1427], [1.2783, -0.3553, -2.1542], [-1.0160, 0.0806, -1.0387], [-0.2606, 0.3640, 3.3167], [1.3196, -0.5086, -1.0727]],
  "atomic_forces_ev_per_a": [[-0.15, -0.52, -0.49], [-0.46, 0.19, -0.52], [-0.10, 0.69, 1.21], [0.79, -0.11, 0.92], [-0.53, 0.43, -0.43], [0.17, 0.01, -0.23], [-0.14, 0.36, 0.35], [-0.44, -0.44, -0.03], [-0.39, 0.01, -0.68], [-0.10, 0.53, -0.12], [0.16, 0.03, 0.41], [-0.09, -0.40, -0.45], [0.03, -0.09, -0.29], [1.25, -0.68, 0.33]],
  "mulliken_charge": [0.13, 0.26, 0.38, -0.66, 0.65, 0.33, -0.18, 0.34, 0.38, -0.22, 0.29, -0.89, 0.12, -0.92],
  "energy_ev": -25947.2615,
  "smiles": "C=C(CS)CS",
  "max_force_ha_per_bohr": 0.028,
  "homo_energy_ev": -8.8,
  "e_above_lowest_kcal_mol": 26.6
}